No. 1
Entry from the Open Molecules 2025 dataset: a structure of composition C5H8O3Tl in a non-equilibrium geometry (ωB97M-V/def2-TZVPD).

Its net charge is +1. The largest force on an atom is 2.48 eV/A. For the HOMO energy, the calculation gives -12.67 eV. The spin multiplicity is 1. The calculation puts the HOMO-LUMO gap at 7.70 eV. For the total energy, the calculation gives -593.007189 Ha. The energy relative to the best compared isomer or geometry (same formula, charge and spin) is 428.6 kJ/mol. The lowest unoccupied orbital energy is -4.973 eV.

XYZ file:
```
17
Properties=species:S:1:pos:R:3:lowdin_charge:R:1
H -1.964 0.665 -1.553 0.109
H -0.696 -0.371 -2.436 0.113
H 1.350 3.357 -1.583 0.144
O -1.440 -1.326 0.903 -0.022
H -1.230 -1.273 2.845 0.039
O 0.308 -0.110 1.702 -0.109
O -0.140 -0.104 -0.464 -0.015
C 1.347 1.763 -0.654 -0.116
H 2.005 1.268 -1.388 0.071
C -1.886 -1.727 2.066 0.183
H -0.297 2.263 -2.004 0.121
C -0.374 -0.422 0.767 -0.563
H -1.918 -1.038 -1.484 0.106
H -0.139 3.419 -0.690 0.078
C -1.257 -0.167 -1.522 0.074
Tl 1.576 1.760 1.801 0.962
C 0.476 2.717 -1.264 -0.175
```

***

No. 2
Entry from the Open Molecules 2025 dataset: an isolated molecule of C5H8O5 in a non-equilibrium geometry (ωB97M-V/def2-TZVPD).

The largest force on an atom is 2.15 eV/A. For the HOMO energy, the calculation gives -10.17 eV. The spin multiplicity is 1. The calculation puts the HOMO-LUMO gap at 10.56 eV. For the total energy, the calculation gives -571.430952 Ha. The energy relative to the best compared isomer or geometry (same formula, charge and spin) is 322.6 kJ/mol. The lowest unoccupied orbital energy is 0.392 eV. Its structure (SMILES) is CC(C)(OO)C(=O)C(=O)O.

XYZ file:
```
18
Properties=species:S:1:pos:R:3:lowdin_charge:R:1
H -0.362 -0.686 -2.053 0.096
H -0.745 2.416 0.139 0.102
C -0.195 1.573 0.575 0.004
O 2.136 -1.649 -0.340 0.136
O -0.555 -1.736 1.330 0.143
H 3.150 -0.571 1.368 0.149
H 0.876 1.780 0.484 0.094
C -0.591 0.257 -0.099 -0.501
O 2.201 -0.369 1.506 0.137
O -2.025 0.190 0.008 -0.086
C 0.053 -0.911 0.653 -0.209
O -2.456 -1.074 -0.585 -0.005
C 1.564 -1.031 0.534 -0.452
H 0.869 0.531 -1.708 0.093
H -0.446 1.555 1.642 0.103
H -2.497 -1.583 0.251 0.100
H -0.786 1.021 -2.128 0.102
C -0.190 0.286 -1.576 -0.006
```

***

No. 3
Entry from the Open Molecules 2025 dataset: an isolated molecule of C5H8OS in a non-equilibrium geometry (ωB97M-V/def2-TZVPD).

The largest force on an atom is 4.11 eV/A. For the HOMO energy, the calculation gives -9.32 eV. The spin multiplicity is 1. The calculation puts the HOMO-LUMO gap at 10.21 eV. For the total energy, the calculation gives -668.595556 Ha. The energy relative to the best compared isomer or geometry (same formula, charge and spin) is 375.4 kJ/mol. The lowest unoccupied orbital energy is 0.894 eV. Its structure (SMILES) is SC1([C@@H]2CO2)CC1.

XYZ file:
```
15
Properties=species:S:1:pos:R:3:lowdin_charge:R:1
H -1.392 2.061 -0.524 0.117
H -1.655 -1.144 0.028 0.127
O 1.789 -1.229 0.121 -0.022
H 1.609 -1.023 -2.037 0.099
C -0.111 0.359 0.669 -0.808
C -1.533 -0.115 0.525 -0.089
H 1.649 0.659 -0.594 0.134
C -1.010 0.990 -0.441 -0.110
H -2.175 0.262 1.343 0.108
C 1.004 -0.030 -0.143 -0.397
H -0.441 0.685 -1.469 0.146
C 1.124 -1.090 -1.124 -0.138
S 0.410 1.273 2.081 0.828
H 0.460 0.085 2.678 -0.105
H 0.271 -1.743 -1.115 0.109
```

***

No. 4
Entry from the Open Molecules 2025 dataset: an isolated molecule of C5H8OS in a non-equilibrium geometry (ωB97M-V/def2-TZVPD).

The largest force on an atom is 3.03 eV/A. For the HOMO energy, the calculation gives -9.11 eV. The spin multiplicity is 1. The calculation puts the HOMO-LUMO gap at 9.91 eV. For the total energy, the calculation gives -668.708747 Ha. The energy relative to the best compared isomer or geometry (same formula, charge and spin) is 78.2 kJ/mol. The lowest unoccupied orbital energy is 0.803 eV. Its structure (SMILES) is O[C@H]1CC=C[C@H]1S.

XYZ file:
```
15
Properties=species:S:1:pos:R:3:lowdin_charge:R:1
H 1.816 -0.123 1.153 0.115
S -1.250 -0.655 -2.144 0.742
H 0.412 -2.237 -0.750 0.086
H 0.057 -0.727 -2.510 -0.115
O 0.912 -1.516 -0.332 -0.053
C 0.552 1.497 0.551 -0.049
H 0.447 0.066 2.273 0.111
H -0.616 -1.528 1.060 0.150
C 0.772 0.171 1.245 -0.118
C -0.439 1.359 -0.372 -0.120
H 1.114 2.372 0.733 0.085
C -0.978 -0.034 -0.410 -0.595
H -1.960 0.017 0.080 0.115
C -0.031 -0.853 0.411 -0.462
H -0.808 2.190 -0.988 0.107
```

***

No. 5
Entry from the Open Molecules 2025 dataset: an isolated molecule of C5H8OS2 in a non-equilibrium geometry (ωB97M-V/def2-TZVPD).

The largest force on an atom is 5.33 eV/A. For the HOMO energy, the calculation gives -8.41 eV. The spin multiplicity is 1. The calculation puts the HOMO-LUMO gap at 8.98 eV. For the total energy, the calculation gives -1066.782667 Ha. The energy relative to the best compared isomer or geometry (same formula, charge and spin) is 390.4 kJ/mol. The lowest unoccupied orbital energy is 0.566 eV. Its structure (SMILES) is CS/C=C1\CSCO1.

XYZ file:
```
16
Properties=species:S:1:pos:R:3:lowdin_charge:R:1
C 1.601 1.668 2.002 -0.432
H -1.437 -2.854 -0.943 0.049
S 0.140 2.413 1.460 0.855
H -2.149 -1.938 -2.653 0.080
C -1.708 -1.876 -1.484 -0.456
H 1.760 1.672 3.052 0.080
S -0.248 -0.894 -1.888 0.771
C -0.241 1.202 0.052 -0.436
H -1.467 1.185 0.130 0.118
C 0.801 -1.052 -0.515 -0.379
O 1.448 0.268 1.432 -0.126
H 1.279 -1.974 -0.416 0.037
H 2.395 2.035 1.387 0.074
H -0.142 1.642 -1.186 0.147
C 0.579 -0.004 0.452 -0.423
H -2.610 -1.493 -0.883 0.041
```

***

No. 6
Entry from the Open Molecules 2025 dataset: an isolated molecule of C5H8OSe in a non-equilibrium geometry (ωB97M-V/def2-TZVPD).

The largest force on an atom is 4.02 eV/A. For the HOMO energy, the calculation gives -8.77 eV. The spin multiplicity is 1. The calculation puts the HOMO-LUMO gap at 9.43 eV. For the total energy, the calculation gives -2671.903791 Ha. The energy relative to the best compared isomer or geometry (same formula, charge and spin) is 72.6 kJ/mol. The lowest unoccupied orbital energy is 0.654 eV. Its structure (SMILES) is O=C=CCCC[SeH].

XYZ file:
```
15
Properties=species:S:1:pos:R:3:lowdin_charge:R:1
O -2.954 -3.286 -0.859 0.179
H -1.174 0.462 -1.204 0.100
C -1.809 -1.315 -0.101 -0.091
H -0.637 -1.042 -1.829 0.082
H -1.998 -1.194 0.971 0.140
C 0.410 -0.302 -0.095 -0.336
C 0.311 0.999 0.719 -0.521
H 0.546 -1.244 0.446 0.083
H 0.623 1.889 0.264 0.042
Se 1.177 0.581 2.459 0.736
C -2.428 -2.285 -0.625 -0.240
H -0.712 1.219 0.977 0.050
H 1.207 -0.411 -0.896 0.128
C -0.824 -0.519 -0.969 -0.199
H 2.372 -0.048 1.845 -0.153
```

***

No. 7
Entry from the Open Molecules 2025 dataset: an isolated molecule of C5H8P2 in a non-equilibrium geometry (ωB97M-V/def2-TZVPD).

The largest force on an atom is 6.58 eV/A. For the HOMO energy, the calculation gives -8.73 eV. The spin multiplicity is 1. The calculation puts the HOMO-LUMO gap at 8.78 eV. For the total energy, the calculation gives -877.870868 Ha. The energy relative to the best compared isomer or geometry (same formula, charge and spin) is 240.1 kJ/mol. The lowest unoccupied orbital energy is 0.042 eV. Its structure (SMILES) is C=CPC(C)=C=P.

XYZ file:
```
15
Properties=species:S:1:pos:R:3:lowdin_charge:R:1
H -0.930 -1.102 -2.147 0.070
H 0.836 -0.918 -2.512 0.071
H -0.837 2.987 1.486 0.078
H -0.005 0.640 -1.920 0.114
C -1.239 2.065 1.035 -0.097
H -1.987 0.015 -0.083 -0.037
C -0.607 1.015 1.263 -0.488
C -0.014 -0.528 -1.914 -0.122
P 2.740 -1.509 1.037 0.769
H 3.018 -2.898 1.213 -0.163
P -1.018 -0.664 0.747 0.921
H 0.379 1.000 1.702 0.056
C 0.339 -0.843 -0.457 -0.647
C 1.500 -1.277 -0.011 -0.561
H -2.176 2.016 0.561 0.035
```

***

No. 8
Entry from the Open Molecules 2025 dataset: an isolated molecule of C5H8P2 in a non-equilibrium geometry (ωB97M-V/def2-TZVPD).

The largest force on an atom is 3.58 eV/A. For the HOMO energy, the calculation gives -8.55 eV. The spin multiplicity is 1. The calculation puts the HOMO-LUMO gap at 8.73 eV. For the total energy, the calculation gives -877.930196 Ha. The energy relative to the best compared isomer or geometry (same formula, charge and spin) is 84.3 kJ/mol. The lowest unoccupied orbital energy is 0.175 eV. Its structure (SMILES) is CP1=CC=CC=1P.

XYZ file:
```
15
Properties=species:S:1:pos:R:3:lowdin_charge:R:1
H 0.750 2.516 0.417 0.105
P -0.392 -0.450 -1.455 0.875
C 0.843 0.524 -0.499 -0.756
C 0.350 1.732 -0.224 -0.243
C -0.490 -1.819 -0.198 -0.316
H 2.903 1.350 -0.142 -0.102
H 2.564 -0.287 0.880 -0.147
H 0.347 -2.608 -0.511 0.066
C -1.611 0.648 -0.846 -0.321
P 2.578 0.008 -0.435 0.789
H -1.527 -2.266 -0.463 0.056
H -0.168 -1.440 0.762 0.020
H -1.598 2.653 0.025 0.104
C -1.037 1.834 -0.439 -0.186
H -2.649 0.641 -1.142 0.055
```